Record 1
The following is a quantum chemistry calculation of a 3-piece molecular cluster, C5H8N2 overall, from the OMol25 dataset.

XYZ file:
```
15
Properties=species:S:1:pos:R:3:forces:R:3
C -1.166352 0.721001 2.310677 -0.497 -0.690 -1.307
N -0.353424 0.418992 1.288903 -0.407 -0.683 -0.137
C -0.144121 -0.853419 0.668030 0.831 0.222 -0.386
C 0.562523 -0.685794 -0.523233 -0.750 2.353 3.761
C 0.669994 0.828518 -0.520645 0.874 -1.094 -0.824
C 1.079912 1.652871 -1.673516 0.135 0.249 -0.173
N 0.215810 1.434065 0.512858 -0.936 -0.987 -0.411
H -1.418163 1.757023 2.009443 0.487 0.337 1.151
H 0.862276 -4.662620 3.796641 -0.001 0.002 -0.002
H -4.434497 -3.105135 -2.314769 0.002 0.001 0.001
H -0.603452 -1.734633 1.136484 0.580 0.549 -0.092
H 1.345233 -1.354568 -0.852602 -0.746 -0.252 -0.933
H 1.570496 1.031693 -2.422025 0.149 0.342 -0.074
H 1.679816 2.513315 -1.339723 -0.084 -0.373 -0.330
H 0.133948 2.038690 -2.076522 0.363 0.023 -0.244
```
Positions in Å, forces in eV/Å.

Results
E: -304.46813 Eh
Kohn-Sham gap: 8.58 eV

---

Record 2
The following is a quantum chemistry calculation of one molecule with the formula C5H8N2, from the OMol25 dataset.

XYZ file:
```
15
Properties=species:S:1:pos:R:3:forces:R:3
C -1.676384 0.166061 0.504953 -0.225 -0.071 -0.031
C -1.043651 -0.448630 -0.766058 -0.077 -0.059 0.108
N 0.373761 -0.181540 -0.645242 0.215 0.113 0.019
C 1.200483 -0.909148 0.176552 0.156 -0.003 -0.059
C 2.144336 -0.030762 0.619659 0.222 -0.134 0.085
N 1.893719 1.238146 0.142655 -0.055 -0.138 -0.103
C 0.813572 1.108251 -0.580844 0.130 0.049 -0.135
H -2.116941 1.153486 0.345305 -0.091 -0.210 -0.110
H -2.404304 -0.510277 0.950009 -0.250 0.162 -0.079
H -0.882496 0.305198 1.255948 -0.253 -0.142 -0.268
H -1.351482 -0.079111 -1.754766 -0.348 0.248 0.548
H -1.219409 -1.528490 -0.802940 0.237 0.134 0.087
H 1.012120 -1.957909 0.362193 0.166 0.162 -0.033
H 3.003751 -0.238983 1.238437 -0.058 0.038 -0.021
H 0.252929 1.913713 -1.045863 0.232 -0.150 -0.008
```
Positions in Å, forces in eV/Å.

Results
E: -304.81602 Eh
SMILES: CCn1ccnc1
Kohn-Sham gap: 9.82 eV

---

Record 3
The following is a quantum chemistry calculation of one molecule with the formula C5H8N2, from the OMol25 dataset.

XYZ file:
```
15
Properties=species:S:1:pos:R:3:forces:R:3
C 0.927846 0.725327 -0.931403 1.085 -0.159 -1.159
C -0.208193 -0.414089 -1.340294 3.094 -1.900 4.185
C -0.763832 -0.553874 0.115116 -0.427 0.964 -2.476
C -1.010416 -1.319535 1.359543 0.764 -1.505 -0.810
C 0.927594 1.344240 0.484211 -1.217 0.938 0.165
H 2.007742 0.375169 -1.154448 -1.791 0.189 0.364
H 0.783210 1.575669 -1.600503 0.114 0.002 -0.128
H -0.906793 -0.059095 -2.018781 -1.152 0.486 -1.372
H 0.285376 -1.398400 -1.568633 -0.346 1.208 -0.531
H -1.251864 0.391444 0.182311 -0.843 0.669 0.599
H -0.971100 -2.464551 1.294137 0.035 1.937 0.745
H -1.661765 -0.772107 2.029936 -0.247 -0.557 0.188
H 1.064450 2.498307 0.556626 0.054 -2.287 0.119
N 0.275941 -0.626555 1.071342 -0.299 -0.470 0.678
N 0.501803 0.698049 1.520841 1.177 0.487 -0.567
```
Positions in Å, forces in eV/Å.

Results
E: -304.67400 Eh
SMILES: C1=NN2C[C@@H]2CC1
Kohn-Sham gap: 10.30 eV

---

Record 4
The following is a quantum chemistry calculation of C5H8N2 as an isolated structure, from the OMol25 dataset.

XYZ file:
```
15
Properties=species:S:1:pos:R:3:forces:R:3
N 0.889727 -0.949376 -0.027618 -0.906 -1.349 -0.874
C 0.545779 0.897113 0.562998 -0.866 1.899 0.440
C 1.745590 1.635727 0.288221 0.720 0.908 -0.128
N 2.689023 2.278257 0.097525 -0.628 -0.693 0.074
C -0.585777 1.089233 -0.173501 0.030 0.531 0.173
C -1.572994 -0.003500 0.029095 0.530 0.173 0.086
C -0.641947 -1.260141 -0.296491 1.835 -0.280 0.276
H 1.536652 -1.349464 0.665872 -1.322 -0.588 -0.376
H 1.427757 -0.757973 -0.864599 -0.334 -0.192 -0.017
H 0.488824 0.542804 1.592235 -0.106 0.119 -0.148
H -0.459317 1.436755 -1.196893 -0.081 0.315 0.200
H -1.995739 -0.058686 1.044950 0.412 -0.052 -0.204
H -2.439524 0.102746 -0.651217 0.593 -0.473 0.160
H -0.765247 -1.463843 -1.367290 0.326 -0.179 0.425
H -0.862814 -2.139650 0.296707 -0.203 -0.138 -0.086
```
Positions in Å, forces in eV/Å.

Results
E: -304.71500 Eh
Kohn-Sham gap: 8.47 eV

---

Record 5
The following is a quantum chemistry calculation of one molecule with the formula C5H8N2, from the OMol25 dataset.

XYZ file:
```
15
Properties=species:S:1:pos:R:3:forces:R:3
C -2.381751 -0.290261 -0.123405 -0.041 -0.029 0.030
C -0.925685 0.056300 0.011332 0.042 0.114 -0.057
C -0.380791 1.316281 -0.038489 -0.146 0.000 0.002
N 0.984181 1.196901 0.028085 0.112 -0.123 0.037
C 1.329966 -0.123116 0.117606 -0.226 0.123 -0.049
N 2.703182 -0.461304 0.186282 -0.013 -0.222 -0.034
C 0.165347 -0.857211 0.114085 0.094 -0.029 -0.003
H -2.564993 -1.333921 0.154997 0.043 0.190 -0.022
H -3.012721 0.342042 0.512516 0.113 -0.110 -0.121
H -2.717079 -0.163335 -1.160073 0.008 -0.043 0.178
H -0.857831 2.282522 -0.122815 0.070 -0.118 0.005
H 1.654203 1.946548 0.072318 -0.081 -0.082 -0.005
H 2.843252 -1.255743 0.799492 0.022 0.109 -0.025
H 3.062261 -0.718765 -0.728575 -0.015 0.060 0.118
H 0.098455 -1.936934 0.176642 0.018 0.161 -0.055
```
Positions in Å, forces in eV/Å.

Results
E: -304.83125 Eh
SMILES: Cc1c[nH]c(N)c1
Kohn-Sham gap: 8.81 eV

---

Record 6
The following is a quantum chemistry calculation of a 2-piece molecular cluster, C5H8N2 overall, from the OMol25 dataset.

XYZ file:
```
15
Properties=species:S:1:pos:R:3:forces:R:3
C -1.232698 -1.858117 -0.563168 2.769 4.677 2.196
C 1.083824 1.948228 0.638953 -1.237 -5.042 0.743
C -1.812745 -2.558623 -1.612201 0.245 -2.988 1.062
C 1.976153 2.944856 0.310369 0.739 3.294 0.758
C -0.276430 -0.156970 1.059022 -1.520 -0.626 2.308
N -0.742265 -0.979381 0.070770 -0.607 -2.676 -2.192
N 0.592687 0.894639 0.887417 0.111 2.415 -1.375
H -2.705475 -2.077500 -1.826731 -2.355 0.559 -0.330
H -1.229916 -2.471018 -2.483228 1.284 0.097 -1.162
H -1.889342 -3.644549 -1.334129 -0.347 0.825 -0.403
H 1.634837 3.955306 0.689201 0.277 -0.989 0.085
H 3.012958 2.773174 0.616135 -0.139 -0.359 0.524
H 2.059565 3.148699 -0.730490 -0.376 -0.328 -1.387
H 0.605131 -1.820187 2.433267 -0.171 0.670 -0.454
H -1.076285 -0.098556 1.844814 1.326 0.471 -0.375
```
Positions in Å, forces in eV/Å.

Results
E: -303.91630 Eh
Kohn-Sham gap (spin up / spin down): 9.79 / 7.75 eV
Net charge: +2

---

Record 7
The following is a quantum chemistry calculation of an isolated ion of composition C5H8N2 and charge +2, from the OMol25 dataset.

XYZ file:
```
15
Properties=species:S:1:pos:R:3:forces:R:3
C -1.216533 1.275121 -0.311941 7.283 -3.680 1.507
C -1.588838 -0.886220 0.049981 -5.292 0.077 -1.870
C 0.143165 0.558140 -0.006361 -6.349 1.638 0.372
C 0.307862 -1.939202 0.463551 -0.355 -2.796 1.338
C 1.440302 1.044448 -0.085896 1.797 3.594 0.056
N -2.098518 0.295475 -0.305182 -2.587 -2.859 -0.346
N -0.270636 -0.809424 0.252194 1.320 1.505 -0.540
H -1.334337 2.276284 -0.530796 -0.496 1.865 -0.526
H -2.207257 -1.800056 -0.058440 0.758 0.576 0.406
H 1.277383 -2.212362 0.851513 0.951 1.004 -0.488
H -0.342789 -2.856252 0.446028 0.406 0.993 -0.138
H 2.071277 0.381607 -0.616072 0.747 -0.517 -1.199
H 2.100623 1.347406 0.780024 -1.271 -0.370 -0.153
H 1.189432 2.027581 -0.634903 1.428 -1.309 0.438
H -3.094467 0.322694 -0.719360 1.660 0.278 1.142
```
Positions in Å, forces in eV/Å.

Results
E: -304.00250 Eh
SMILES: C=[N+]1C=[NH+]C=C1C
Kohn-Sham gap (spin up / spin down): 6.42 / 6.39 eV
Net charge: +2

---

Record 8
The following is a quantum chemistry calculation of a 3-piece molecular cluster, C5H8N2O overall, from the OMol25 dataset.

XYZ file:
```
16
Properties=species:S:1:pos:R:3:forces:R:3
C -2.248296 -2.024098 -0.544117 -0.072 -0.039 -0.037
C 0.114085 0.548144 0.020014 2.812 -0.270 -0.983
C -1.984969 -0.623649 -0.071795 -1.459 -0.541 0.126
N -0.300909 1.549632 0.785654 -0.094 -0.062 0.024
C 2.222018 0.975235 -0.444106 0.047 0.524 0.525
C 3.126832 0.605678 0.439320 -0.094 0.019 -0.018
N 0.263149 -0.455721 -0.597420 -1.396 0.402 0.629
O -2.804081 0.151154 0.321274 0.554 -0.116 -0.156
H 0.340610 2.321260 0.899007 -0.328 -0.113 -0.005
H -1.304099 1.642782 0.899133 0.138 0.120 0.005
H 2.391538 1.504920 -1.375708 -0.092 -0.013 0.014
H -1.914008 -2.101388 -1.580126 0.041 -0.011 0.083
H -1.643469 -2.711218 0.050034 0.016 0.062 -0.076
H -3.310051 -2.276198 -0.462057 0.083 0.061 0.008
H 2.869394 0.018217 1.318637 -0.023 0.113 -0.032
H 4.182257 0.875249 0.342257 -0.131 -0.135 -0.107
```
Positions in Å, forces in eV/Å.

Results
E: -379.84785 Eh
Kohn-Sham gap (spin up / spin down): 7.58 / 8.17 eV

---

Record 9
The following is a quantum chemistry calculation of one molecule with the formula C5H8N2O, from the OMol25 dataset.

XYZ file:
```
16
Properties=species:S:1:pos:R:3:forces:R:3
C 0.176607 0.274379 0.142781 -0.902 -2.533 1.849
C -1.299872 -0.411048 -1.562426 -6.589 2.690 -0.536
C -2.625658 -0.244079 -2.069000 0.207 -1.566 2.153
C 0.029215 0.587778 1.597400 -2.691 -2.432 -1.489
C 1.114600 0.980036 2.123941 -3.935 1.624 7.968
H 1.974010 -1.320277 1.411418 0.527 2.656 -3.471
H 2.681201 -1.515890 0.001893 1.379 -3.172 -3.160
H -0.485134 -0.647233 -2.154793 1.439 -0.365 -1.066
H -3.846707 -0.275233 -1.665922 4.329 0.738 -0.197
H -2.706719 -0.392451 -3.101761 0.140 -0.717 -1.479
H -0.811788 0.232860 2.337536 1.070 1.074 -2.406
H 0.814876 1.223025 3.221144 2.014 -0.266 -1.463
H 1.988206 1.080667 1.735046 5.253 1.060 -2.372
N 2.339037 -0.744222 0.405612 -3.743 2.777 4.621
N 1.185082 -0.212237 -0.464786 1.297 -1.851 1.371
O -1.080767 0.148418 -0.345815 0.205 0.285 -0.323
```
Positions in Å, forces in eV/Å.

Results
E: -379.81849 Eh
SMILES: C=CO/C(C=C)=N/N
Kohn-Sham gap: 8.96 eV

---

Record-wise ΔE to the lowest compared entry with this formula, charge and spin values, in kcal/mol: 230.52, 12.22, 101.34, 75.61, 2.67, 94.19, 40.11, 150.81, 169.23